{
  "formula": "C5H33NO12",
  "method": "ωB97M-V/def2-TZVPD",
  "relative_energy_kj_mol": 371.85,
  "homo_lumo_gap_ev": 9.8,
  "e_homo_ev": -9.956,
  "spin_multiplicity": 1,
  "smiles": "CNC(=O)C(C)C.O.O.O.O.O.O.O.O.O.O.O",
  "energy_ha": -1167.88198,
  "total_charge": 0,
  "species": ["C", "N", "C", "O", "C", "C", "C", "H", "H", "H", "H", "H", "H", "H", "H", "H", "H", "H", "O", "H", "H", "O", "H", "H", "O", "H", "H", "O", "H", "H", "O", "H", "H", "O", "H", "H", "O", "H", "H", "O", "H", "H", "O", "H", "H", "O", "H", "H", "O", "H", "H"],
  "xyz": [[0.061913, 0.184367, -0.330544], [-0.013808, 0.557439, 1.118079], [0.147814, -0.352584, 2.138742], [0.339468, 0.098554, 3.276930], [0.154583, -1.835438, 1.851270], [1.566398, -2.300083, 1.600383], [-0.466651, -2.591916, 3.142981], [0.894359, 0.650324, -0.890419], [-0.847690, 0.351996, -0.859014], [0.387311, -0.900751, -0.399335], [-0.037691, 1.566969, 1.311271], [-0.566475, -1.949977, 1.052897], [1.890554, -1.935156, 0.601893], [2.394148, -1.924550, 2.310850], [1.935469, -3.290149, 1.860431], [0.296021, -3.331642, 3.413236], [-1.387816, -3.139688, 2.990860], [-0.790624, -1.742268, 3.806647], [0.984179, -3.712030, -1.144368], [1.383345, -4.586686, -1.021887], [1.073227, -3.207765, -0.333052], [-0.968934, -1.776794, -2.492196], [-1.431360, -2.387906, -1.873574], [-0.046157, -1.866471, -2.234465], [-3.666131, 0.980858, -0.664683], [-3.670481, 1.962764, -0.809851], [-3.491891, 0.977772, 0.321215], [2.673551, 2.509519, 0.203376], [3.384996, 2.942141, -0.266193], [3.006038, 1.956122, 0.910117], [-1.104710, 3.829709, 0.325536], [-0.173834, 3.805582, 0.580690], [-1.536929, 4.204903, 1.094950], [0.703339, 2.735799, 2.921318], [0.005164, 2.139890, 3.198318], [1.508788, 2.333525, 3.244778], [0.475061, 1.037056, -3.175157], [0.735984, 1.795894, -2.640856], [-0.445736, 1.308767, -3.301109], [-2.801253, 0.983873, 1.737697], [-2.849412, 1.809643, 2.236230], [-1.838234, 1.038461, 1.587673], [-2.643822, 1.005022, -3.113999], [-2.909968, 0.813738, -2.198873], [-2.246020, 0.207802, -3.467460], [2.946842, -0.749515, -1.392271], [3.816510, -0.389812, -1.644733], [3.274391, -1.687770, -1.429773], [1.412689, -1.516105, -3.871314], [1.742660, -2.359792, -3.569703], [1.376269, -0.779871, -3.258208]],
  "forces_ev_per_angstrom": [[1.74, -1.27, 0.68], [-0.14, -0.96, -1.65], [0.94, 2.35, 0.71], [-0.52, -0.76, -0.41], [-1.57, -0.90, 2.19], [2.77, 1.13, 0.20], [0.18, 1.67, -0.92], [-0.50, 0.28, 0.90], [-0.73, -0.02, -0.21], [-0.88, 1.36, 0.11], [0.70, -0.79, 0.20], [0.35, -0.55, -0.64], [0.27, -0.48, 0.59], [-1.65, 0.96, -0.70], [-1.33, -1.02, -0.94], [-0.31, 0.59, 0.94], [-0.13, -0.16, -0.78], [1.09, -1.41, 0.20], [0.02, -0.25, -0.61], [-0.18, 0.47, 0.22], [0.18, -0.39, 0.27], [-1.02, -0.70, 0.96], [0.39, 0.63, -0.73], [0.02, -0.12, -0.44], [-0.22, 1.78, 0.71], [-0.11, -1.23, -0.17], [-0.02, -0.43, -1.04], [-0.91, 0.11, -0.22], [0.42, -0.11, 0.20], [0.40, 0.02, -0.06], [0.14, -0.31, 0.06], [0.10, 0.04, -0.02], [-0.09, 0.19, 0.11], [-0.25, 1.20, -0.42], [0.24, -0.45, 0.48], [0.03, -0.28, 0.14], [-0.16, 0.88, 0.15], [0.63, -0.09, 0.05], [-0.50, -0.62, -0.31], [0.91, 0.86, 1.18], [-0.93, -0.01, 0.22], [-0.11, -0.95, -0.61], [0.36, 0.48, -0.41], [0.05, -0.30, -0.05], [-0.04, -0.43, 0.12], [1.88, -1.57, -0.11], [-0.60, 0.81, 0.04], [-1.22, 0.72, 0.15], [-0.17, -0.13, -1.56], [0.11, 0.30, 0.78], [0.34, -0.15, 0.48]],
  "mulliken_charge": [0.158, 0.612, 0.199, -0.786, 1.086, -1.609, -1.327, -0.066, 0.321, -0.765, 0.212, 0.357, 0.202, 0.381, 0.526, 0.302, 0.343, 0.320, -0.653, 0.242, 0.199, -0.511, 0.376, 0.051, -0.789, 0.302, 0.334, -0.545, 0.253, 0.275, -0.612, 0.274, 0.297, -0.617, 0.335, 0.282, -0.635, 0.282, 0.350, -0.692, 0.319, 0.435, -0.712, 0.396, 0.317, -0.503, 0.238, 0.267, -0.644, 0.275, 0.349]
}